1.
{
  "formula": "C22H24N2O2",
  "method": "ωB97M-V/def2-TZVPD",
  "e_homo_ev": -7.276,
  "homo_lumo_gap_ev": 7.692,
  "spin_multiplicity": 1,
  "species": ["C", "C", "C", "O", "N", "H", "C", "C", "C", "C", "C", "C", "C", "H", "H", "N", "C", "H", "H", "H", "C", "H", "H", "H", "H", "H", "C", "C", "C", "C", "C", "C", "C", "C", "C", "C", "H", "H", "H", "H", "H", "H", "O", "H", "H", "H", "H", "H", "H", "H"],
  "xyz": [[-4.997081, -1.999452, -1.650108], [-4.251982, -1.129263, -0.802407], [-2.934616, -1.738029, -0.418179], [-2.630103, -2.785880, 0.006049], [-1.623182, -0.765660, -0.516649], [-1.989183, 0.305991, -0.758781], [-0.415998, -0.812150, -0.156935], [0.141809, -0.457593, 1.100543], [1.493367, -0.219063, 1.300755], [1.970844, 0.458231, 2.322969], [0.941208, 0.802928, 3.536273], [-0.268038, 0.536410, 3.374194], [-0.566841, 0.034093, 2.007643], [-1.924122, -0.150240, 2.009547], [-0.898450, 0.827111, 4.010128], [1.549311, 1.654369, 4.571324], [0.794233, 1.812637, 5.567744], [-0.133462, 2.434728, 5.404344], [1.181025, 2.064655, 6.409736], [0.229861, 0.827321, 6.093965], [3.065325, 1.448161, 4.829196], [3.070943, 2.153319, 5.841056], [3.281805, 0.480952, 4.917182], [3.406138, 2.157027, 4.042116], [3.012742, 0.303470, 2.539292], [2.096953, -0.496301, 0.394526], [0.515527, -0.643284, -1.495090], [0.815390, -1.899452, -2.090001], [1.631395, -1.418491, -3.260774], [1.771617, -0.215377, -3.848699], [1.189992, 0.716633, -3.068668], [1.503238, 2.048725, -3.563215], [0.836993, 3.185169, -2.926078], [0.325618, 3.038539, -1.729751], [0.096890, 1.769540, -1.202149], [0.351715, 0.510452, -1.855631], [-0.372780, 1.441961, -0.268194], [-0.347062, 4.043452, -1.169599], [0.969543, 4.197630, -3.257529], [1.820169, 2.321566, -4.369116], [2.274293, 0.037616, -4.833683], [1.912688, -2.197777, -3.703231], [0.835642, -2.975523, -1.573971], [1.312461, -3.567832, -2.262960], [-0.402309, -2.183557, 0.113184], [-4.769139, -1.030399, 0.107657], [-4.112742, -0.028651, -1.225796], [-4.377555, -2.017781, -2.742265], [-4.938494, -3.192496, -1.150907], [-6.010987, -1.707107, -1.608054]],
  "atomic_forces_ev_per_a": [[1.87, -5.26, -2.74], [2.71, 3.36, 0.33], [5.26, 3.54, 0.47], [-1.05, -2.22, 0.29], [-13.22, 5.06, -3.04], [0.99, -3.52, 0.68], [7.16, -9.00, -0.43], [1.94, 1.24, -1.93], [1.86, -0.78, -3.31], [-1.58, -0.27, 4.56], [11.53, 2.79, -1.53], [-0.39, -3.45, -7.58], [-10.50, 1.02, 7.86], [4.14, 0.67, -0.68], [-5.61, 1.83, 4.61], [4.73, -3.87, -7.43], [-10.25, -2.04, 3.76], [0.83, -0.14, -0.06], [3.05, 2.63, 5.09], [0.97, 1.07, -1.48], [-4.43, 8.29, 1.31], [0.97, -2.36, -2.31], [1.55, -3.68, 0.27], [1.08, -1.45, 0.46], [0.40, 0.96, 0.00], [0.14, 0.08, 1.27], [-3.93, -13.37, 9.21], [2.97, 15.51, -5.56], [-3.22, -0.15, 3.03], [0.28, -1.48, -0.23], [-0.41, 6.49, -1.39], [-7.73, -0.15, 10.99], [4.15, -1.43, -3.85], [-5.57, 0.81, 5.92], [-1.21, -1.86, 0.89], [4.82, 12.54, -8.03], [0.03, 1.84, 0.26], [2.60, -3.21, -1.53], [0.11, 0.16, -0.74], [4.42, 1.83, -9.39], [-0.49, -0.69, 1.61], [3.17, -6.47, -4.28], [1.20, -9.90, 1.29], [-1.07, 0.54, 1.94], [0.28, 3.07, -0.93], [-0.60, 0.39, 1.51], [-0.13, -2.32, 0.77], [-2.49, -0.22, 2.67], [-0.19, 3.48, -1.66], [-1.15, 0.10, -0.95]]
}


2.
{
  "formula": "C24H16N2O5PRhS4Te",
  "method": "ωB97M-V/def2-TZVPD",
  "e_homo_ev": [-1.940, -2.639],
  "homo_lumo_gap_ev": [5.904, 5.167],
  "total_charge": -2,
  "spin_multiplicity": 5,
  "species": ["Rh", "O", "C", "C", "C", "N", "C", "C", "C", "O", "O", "C", "O", "O", "H", "H", "H", "Te", "C", "C", "C", "C", "S", "H", "H", "H", "S", "C", "N", "S", "P", "S", "C", "C", "C", "C", "C", "C", "C", "C", "C", "C", "C", "C", "H", "H", "H", "H", "H", "H", "H", "H", "H", "H"],
  "xyz": [[-0.731287, -1.947146, -0.256349], [4.002087, -0.265021, 3.388756], [2.947897, -0.812467, 2.710264], [3.132521, -1.800318, 1.750095], [2.014441, -2.271909, 1.091382], [0.806991, -1.810852, 1.373289], [0.620436, -0.885677, 2.302412], [1.674653, -0.351567, 3.015302], [-0.833292, -0.463902, 2.481995], [-1.120356, 0.181829, 3.487543], [-1.606671, -0.851612, 1.546027], [2.043126, -3.353359, 0.019145], [3.035580, -4.084463, -0.008706], [1.002050, -3.400724, -0.706461], [4.816370, -0.637300, 3.028219], [4.103872, -2.211002, 1.501632], [1.493207, 0.400128, 3.769256], [-1.949456, -4.205332, 0.720744], [-1.112262, -4.284334, 2.629161], [0.196350, -4.508986, 2.955207], [0.423633, -4.468652, 4.363435], [-0.711873, -4.211981, 5.070364], [-2.057250, -4.031388, 4.033886], [0.971880, -4.674547, 2.220055], [1.396078, -4.601215, 4.817223], [-0.821223, -4.088346, 6.135913], [-4.181111, -3.534448, -3.043436], [-3.025394, -2.601955, -2.331858], [-2.200698, -1.945438, -1.826751], [-0.579013, 0.412035, -4.465453], [-0.192031, 1.142717, -2.677872], [0.766271, 0.072398, -1.278429], [-1.727542, 1.809297, -1.946193], [-2.141530, 1.460239, -0.667747], [-3.334669, 1.963886, -0.153181], [-4.106678, 2.830180, -0.911598], [-3.690550, 3.191361, -2.191801], [-2.513302, 2.675770, -2.707950], [0.860274, 2.658396, -2.830383], [1.869281, 2.687414, -3.790921], [2.680953, 3.803274, -3.933628], [2.489222, 4.919760, -3.125557], [1.489938, 4.899054, -2.162860], [0.686835, 3.772256, -2.014789], [-1.532656, 0.798890, -0.059869], [-3.646549, 1.667017, 0.840205], [-5.038198, 3.217814, -0.515169], [-4.291106, 3.866792, -2.790108], [-2.200700, 2.926616, -3.715432], [1.994647, 1.824680, -4.435354], [3.461938, 3.805436, -4.685565], [3.112710, 5.797866, -3.247882], [1.330555, 5.759521, -1.523630], [-0.078378, 3.759312, -1.246561]],
  "atomic_forces_ev_per_a": [[0.55, 0.15, -0.15], [0.15, -0.07, -0.05], [0.06, 0.03, 0.05], [-0.01, -0.03, 0.09], [-0.05, 0.05, 0.08], [0.04, 0.26, -0.33], [0.00, -0.03, 0.01], [-0.03, -0.09, 0.04], [0.01, 0.00, 0.01], [-0.09, 0.08, -0.01], [-0.05, -0.04, 0.10], [-0.04, 0.01, -0.10], [0.06, -0.04, -0.10], [0.03, -0.07, 0.20], [-0.11, 0.04, 0.05], [0.01, 0.02, 0.00], [0.03, 0.01, 0.00], [-0.27, -0.06, 0.02], [0.09, -0.07, -0.07], [0.04, 0.05, 0.20], [0.00, -0.01, -0.18], [0.07, -0.01, 0.01], [-0.15, 0.02, 0.06], [0.00, -0.01, 0.01], [-0.01, 0.00, -0.01], [0.02, 0.00, -0.01], [0.26, 0.22, 0.20], [-0.36, -0.20, -0.35], [-0.13, -0.16, 0.12], [0.14, 0.08, 0.02], [0.03, 0.09, 0.03], [0.07, -0.24, 0.18], [-0.14, 0.09, 0.02], [0.03, 0.08, 0.07], [0.06, 0.01, -0.09], [0.05, -0.03, -0.04], [0.03, -0.03, 0.07], [-0.03, -0.02, 0.00], [-0.08, 0.03, -0.13], [-0.05, -0.03, -0.01], [-0.01, 0.03, 0.04], [-0.03, -0.09, -0.02], [-0.02, -0.11, -0.03], [0.00, 0.02, 0.13], [-0.12, 0.09, -0.11], [0.01, -0.02, 0.00], [0.00, 0.01, 0.01], [-0.02, -0.01, 0.00], [0.00, -0.02, 0.01], [-0.02, 0.02, 0.00], [0.00, 0.00, 0.00], [0.01, 0.00, 0.00], [0.00, 0.00, 0.01], [-0.01, 0.00, -0.05]]
}